[1]
The following is a DFT calculation (wB97M-V/def2-TZVPD) of a cluster of 11 separate species, C4H33N3O11 in total.

Calculated values
HOMO energy in eV: -8.8
F_max in eV/Å: 2.1
Frontier orbital gap in eV: 8.79
Relative energy (zero: lowest compared OMol25 entry of this formula, charge and spin) in kcal per mole: 6.08
SMILES: NCNC[C@@H](N)CO.O.O.O.O.O.O.O.O.O.O
LUMO energy in Ha: 0.0005

```
! RIJCOSX wB97M-V def2-TZVPD def2/J DEFGRID3
* xyz 0 1
O 3.0670 1.5906 0.1359
O -1.6842 -3.4733 0.8305
O -2.6130 -1.3796 -0.5268
O -0.8075 3.4800 -0.7676
O -2.2014 2.1556 1.4237
O -1.4191 -1.3431 -3.0588
O 0.5929 -3.7135 2.1927
O 3.3100 -1.0260 0.8821
O 1.0805 -3.0603 -0.2822
O -2.2674 1.6326 -2.5325
O 0.6889 3.0552 1.9349
N 0.4643 0.8656 -2.4850
N 0.4283 -0.6273 0.8548
N 0.1176 0.4126 3.0001
C 2.2585 1.7943 -0.9840
C -0.4789 -0.4732 1.9899
C 1.2506 0.6272 -1.2409
C 0.2275 0.5056 -0.0677
H -0.6755 -0.7183 -2.8806
H 1.4199 -3.1454 0.6295
H -2.8104 1.4252 1.5223
H 1.9178 -0.2445 -1.3006
H -0.4688 4.2627 -1.1870
H 0.3530 1.4012 0.5258
H -0.7315 0.4215 -0.5932
H 1.0182 -3.8634 -0.7977
H -1.1757 -3.9498 0.1699
H 1.5857 2.9797 1.5494
H -2.1052 -2.8733 0.1679
H -1.4720 -0.0816 1.7793
H -2.4125 1.2538 -1.6489
H 2.3998 -1.1137 1.2181
H -0.8492 -1.4676 2.2973
H 0.3196 -1.4876 0.2972
H 3.5740 -1.8468 0.4792
H -1.7348 3.3358 -0.5749
H -1.3548 1.6921 1.4929
H -0.2074 1.5534 -2.1649
H 1.0587 1.2002 -3.2323
H 0.6903 -3.1344 2.9652
H 3.5482 0.7537 0.0838
H 2.7988 1.9088 -1.9294
H -2.5037 0.8098 -2.9902
H 0.3101 3.6645 1.2921
H -2.5763 -1.3219 -1.4924
H -1.1121 -1.9414 -3.7363
H -3.4794 -1.1005 -0.2436
H -0.3728 -3.6568 1.9637
H 1.1033 0.1857 3.1178
H 1.7436 2.7176 -0.6937
H 0.1865 1.3582 2.6156
*
```

***

[2]
The following is a DFT calculation (wB97M-V/def2-TZVPD) of a cluster of 12 separate species, C4H34N2O12 in total.

Calculated values
HOMO energy in eV: -9.3
F_max in eV/Å: 3.0
Frontier orbital gap in eV: 9.19
Relative energy (zero: lowest compared OMol25 entry of this formula, charge and spin) in kcal per mole: 76.08
SMILES: C[C@@H](N)CNCO.O.O.O.O.O.O.O.O.O.O.O
LUMO energy in Ha: -0.0050

```
! RIJCOSX wB97M-V def2-TZVPD def2/J DEFGRID3
* xyz 0 1
O -0.9252 2.0255 1.1596
O -1.0459 -2.8380 -2.3171
O -1.1205 1.1080 3.4896
O 2.9103 1.2279 0.4520
O 1.5224 -0.4749 -3.1481
O -2.2304 -0.3227 0.8753
O -1.2544 1.9949 -1.4405
O -3.7128 1.1028 -1.8559
O -1.4132 -0.1848 -2.7583
O 2.6733 3.2649 -1.5232
O 3.8979 0.4159 -2.2409
O 1.6689 2.0914 3.0538
N -1.7735 -2.7153 1.2892
N 0.8293 -0.7124 0.5291
C -2.3841 -1.6727 0.4513
C 1.5162 -1.7510 2.6230
C 0.3342 -1.5515 1.6869
C -0.3095 -2.8812 1.3134
H 2.5079 -1.3921 2.3466
H -2.9868 -0.0761 1.4181
H -3.4644 -1.9156 0.5459
H -0.3140 -0.8520 2.1908
H 0.0155 -3.2188 0.3190
H 1.0615 2.4782 3.6904
H 2.1282 0.2065 -2.7889
H 1.7073 -2.7860 2.9131
H -1.2899 1.7845 2.7967
H 2.2632 1.7466 0.9479
H -1.1856 2.7393 0.5731
H 2.6590 2.2850 -1.6851
H -2.0597 -1.7652 -0.5672
H 1.4556 -1.1004 3.4926
H 3.8570 -0.5467 -2.1416
H -0.5073 -3.2249 -3.0108
H -1.5400 2.7749 -1.9318
H -3.3563 1.2389 -0.9819
H -0.6092 -0.1745 -3.3007
H 3.2000 3.1535 -0.7160
H -0.6104 1.6041 -2.0421
H 2.5630 0.3203 0.6025
H -0.0836 -3.5812 2.1265
H 1.1560 -1.3160 -0.2330
H -3.0627 0.7417 -2.4700
H -1.3141 -3.4855 -1.6606
H 3.9380 0.5972 -1.2805
H 0.1083 -0.0963 0.1795
H -0.9689 1.2122 0.6352
H -1.3427 -1.1130 -2.4486
H -2.1759 -2.6553 2.2174
H 1.2620 2.2681 2.2019
H 1.7872 -0.5266 -4.0780
H -1.0488 0.2273 3.1415
*
```

***

[3]
The following is a DFT calculation (wB97M-V/def2-TZVPD) of a cluster of 13 separate species, C4H34NO12 in total.

Calculated values
HOMO energy in eV: -11.9
F_max in eV/Å: 3.7
Frontier orbital gap in eV: 9.34
Relative energy (zero: lowest compared OMol25 entry of this formula, charge and spin) in kcal per mole: 88.23
LUMO energy in Ha: -0.0951

```
! RIJCOSX wB97M-V def2-TZVPD def2/J DEFGRID3
* xyz 1 1
O 1.3327 0.0967 -3.2685
O -2.8263 -4.2951 1.0915
O -1.8166 2.8328 -3.1194
O 2.7111 -3.2543 -0.4883
O -2.9504 2.1869 2.0393
O 1.1588 2.2309 -0.2809
O -3.0089 0.1616 0.4766
O 3.9598 0.2227 -2.5730
O -0.8536 0.8623 -1.4725
O 2.2885 2.9362 -2.5958
O -1.6232 -2.1875 -0.4477
O -3.2150 -0.3882 4.2430
N 1.0936 -0.9846 -0.7106
C 0.6390 0.0035 3.9611
C 1.0679 -0.4213 1.6035
C 1.7670 -0.4580 0.4511
C 1.7643 -0.2019 2.9147
H 2.7667 -0.0012 0.3230
H 1.0844 -0.4050 -1.5603
H 2.4819 0.6477 2.9281
H -2.6833 3.2086 -3.3179
H 0.0501 -1.0869 -0.5702
H 0.0203 -0.5168 1.6450
H 1.5079 2.4842 -1.1600
H 3.4183 -3.2319 0.1686
H -1.4285 0.7490 -0.6894
H -0.2683 0.3863 3.4745
H 1.4058 -1.9140 -0.9435
H -1.2807 3.6212 -3.3351
H 3.5656 -0.0022 -3.4146
H 0.3367 1.7726 -0.5232
H 2.2330 2.2196 -3.2623
H -3.3697 0.6901 1.2246
H 3.8427 1.1397 -2.3244
H 2.5656 3.7441 -3.0392
H -2.4769 -1.0000 4.1935
H -2.1040 -4.8913 1.3071
H 2.4546 -1.1306 3.0270
H -1.8971 -1.3345 -0.0895
H 1.1824 0.6232 4.7338
H -3.7880 -0.2848 0.1171
H 1.8165 -0.3808 -3.9477
H -2.4559 2.5865 1.3190
H -3.1913 -3.9191 1.9122
H 3.1496 -3.8582 -1.1305
H 0.2949 -0.9316 4.3786
H -2.8993 0.4922 4.0089
H 0.5544 0.5651 -3.6186
H -3.4807 2.8679 2.4622
H -1.2888 1.6802 -1.7872
H -2.0046 -2.9089 0.0744
*
```

***

[4]
The following is a DFT calculation (wB97M-V/def2-TZVPD) of a cluster of 13 separate species, C4H35N2O12S in total.

Calculated values
HOMO energy in eV: -4.3
F_max in eV/Å: 3.8
Frontier orbital gap in eV: 6.92
Relative energy (zero: lowest compared OMol25 entry of this formula, charge and spin) in kcal per mole: 93.01
LUMO energy in Ha: 0.0949

```
! RIJCOSX wB97M-V def2-TZVPD def2/J DEFGRID3
* xyz -1 1
S -1.1152 -3.1124 -0.9140
O -1.8516 2.2973 1.4181
O -1.7423 1.1410 3.9875
O 1.1073 -0.4446 3.7176
O 0.5052 -3.4739 2.3699
O 1.4601 -0.3288 -4.1463
O 1.2956 2.3489 -3.1936
O 1.1839 -2.8464 -3.3890
O -2.0837 1.6267 -3.9996
O 2.2884 3.4548 1.3002
O 0.3675 2.9462 -0.2861
O 0.5144 2.3040 3.3049
O -2.0856 -2.0986 2.6932
N 2.3173 -1.3527 0.6174
N -0.5880 -0.0906 -1.2489
C 1.7765 -0.2853 -0.3550
C 0.2486 -0.1948 -0.0732
C -2.0050 -0.4708 -0.9707
C -2.3562 -1.8745 -1.4497
H 1.5398 -2.8331 -2.5133
H 0.2120 -2.9421 -3.2815
H -0.1297 -4.0313 1.9148
H 0.3960 3.4474 -1.1126
H -2.0605 -2.2123 1.7071
H -2.2271 -0.2604 0.0424
H 1.6325 -2.0286 0.8668
H 2.3041 0.5606 0.0180
H -1.8375 1.3954 1.0642
H -0.9518 2.6372 1.1381
H -0.1528 -0.6626 -1.9418
H 0.4731 -1.1383 3.5768
H 1.9220 1.9535 -3.8529
H -3.3662 -2.2196 -1.1223
H -2.2369 1.8568 -3.0773
H 1.8865 -0.5945 3.1955
H -0.9989 0.6544 3.6095
H 3.2254 -1.7467 0.4511
H 0.0826 2.0542 -0.5647
H -1.1309 1.5650 -3.9984
H -2.2137 -1.2363 3.0570
H -0.1516 -3.1351 2.9799
H 1.0538 1.7573 2.6961
H -2.6855 0.1532 -1.6761
H -2.3275 -1.8813 -2.5462
H 1.0763 1.6930 -2.5294
H 1.6343 3.6888 1.9551
H 0.0817 -1.0929 0.6231
H 0.1481 0.7523 0.5296
H -1.5000 2.0666 3.5169
H 2.0277 -0.5252 -1.3498
H 0.5511 -0.1751 -3.8837
H 2.2664 2.4665 1.0834
H 1.4901 -1.3035 -4.0687
H 0.7301 1.7713 4.1105
*
```

***

[5]
The following is a DFT calculation (wB97M-V/def2-TZVPD) of a cluster of 13 separate species, C4H35N2O13 in total.

Calculated values
HOMO energy in eV: -12.8
F_max in eV/Å: 4.8
Frontier orbital gap in eV: 10.51
Relative energy (zero: lowest compared OMol25 entry of this formula, charge and spin) in kcal per mole: 70.95
LUMO energy in Ha: -0.0837

```
! RIJCOSX wB97M-V def2-TZVPD def2/J DEFGRID3
* xyz 1 1
O -4.7319 -1.1369 -0.1559
O -2.8542 0.1912 1.3072
O 3.8836 -2.6407 -1.2394
O 2.0615 2.4211 2.7885
O 3.8318 0.5194 -2.3943
O -3.2132 3.6797 1.5153
O 4.2529 -0.3999 0.3179
O 1.9138 -0.0762 1.9869
O -0.3128 3.6047 3.1013
O -0.6055 2.9584 0.5933
O -0.6328 -3.2163 -2.5546
O -0.2741 -1.3708 1.0463
O -2.8546 -2.9368 -0.5679
N -1.2530 -0.2574 -0.9204
N 1.7014 -2.1174 0.2816
C -2.0183 0.1860 -2.1210
C 0.1663 -0.7161 -1.1090
C 0.6429 -1.3116 0.1803
C 1.0864 0.4420 -1.6317
H -2.5397 1.1154 -2.0467
H -0.2297 3.9696 3.9880
H -0.7852 -3.6888 -3.3869
H 2.4526 -1.9329 -0.4121
H 0.2080 -1.4464 -2.0244
H -3.5667 -0.2136 0.7677
H -1.3724 0.2775 -3.0020
H 5.1323 -0.2420 0.6891
H -2.9582 -0.0677 2.2258
H -2.7823 -0.5773 -2.3752
H -1.1665 0.4864 -0.2286
H -2.4293 -3.8025 -0.6072
H 4.0689 -1.7188 -1.4873
H 1.5801 0.8566 2.0758
H 4.2844 0.4759 -1.5321
H -3.7081 2.9049 1.8400
H 0.3304 -3.3262 -2.5277
H 3.8406 1.4863 -2.4439
H 0.6660 0.5532 -2.6437
H -2.5740 3.7432 2.2465
H -5.4946 -1.7181 -0.0543
H 1.9352 -2.4435 1.2059
H -1.5507 2.9333 0.3872
H 1.4901 3.1151 2.4122
H -3.9794 -1.6892 0.1343
H -0.2770 4.3292 2.4621
H 3.7335 -0.4746 1.1463
H -1.6280 -0.9957 -0.2922
H 2.0909 0.1513 -1.5072
H 4.6716 -2.7828 -0.6986
H -3.6477 -3.0821 -1.1010
H 1.1312 -0.5174 2.3571
H 1.9218 2.6383 3.7188
H 0.7497 1.3691 -1.1152
H -0.3880 2.4918 1.4049
*
```

***

[6]
The following is a DFT calculation (wB97M-V/def2-TZVPD) of a cluster of 13 separate species, C4H35NO14 in total.

Calculated values
HOMO energy in eV: -8.8
F_max in eV/Å: 9.3
Frontier orbital gap in eV: 8.68
Relative energy (zero: lowest compared OMol25 entry of this formula, charge and spin) in kcal per mole: 189.73
LUMO energy in Ha: -0.0040

```
! RIJCOSX wB97M-V def2-TZVPD def2/J DEFGRID3
* xyz 0 1
O 2.5810 1.9530 0.7678
O -1.6540 -2.7745 -3.4894
O 0.1466 -3.4208 -1.4244
O -1.2454 0.2097 -4.1801
O 2.6066 3.3932 -1.2679
O 0.9286 -3.4131 2.4358
O -2.5116 2.4976 1.0882
O -1.1232 1.4950 3.7423
O -3.8434 -2.4764 -1.9167
O -2.9176 0.7950 -1.5809
O 0.2843 3.8683 0.0605
O 1.9067 0.8808 3.7950
O -0.1280 1.6689 1.2590
O 1.1138 -0.8616 -2.7797
N 0.7144 -0.4428 0.4203
C -0.4193 0.4185 0.4713
C 0.7253 -2.6417 1.2248
C 1.1690 -1.2216 1.5079
C 2.7311 -1.0831 1.3368
H 1.3245 -3.1406 0.4375
H 0.7459 -0.1862 -3.1541
H 1.6622 3.4011 -0.7996
H 2.8006 2.6440 1.4230
H 3.1515 -1.6863 2.1266
H -3.1589 -3.1757 -2.0066
H -1.3287 -1.9997 -4.1384
H -3.2501 1.8127 1.4391
H 1.7046 1.0998 2.9135
H -0.6609 1.6589 2.1801
H 0.6930 -0.9652 2.5198
H -0.7075 0.6337 -0.6188
H 2.1770 0.0815 3.7573
H -0.3750 -2.8235 1.0724
H 1.5298 -0.0745 -0.0291
H 2.2306 3.0123 -2.0117
H -3.7348 -2.0308 -1.1902
H -3.2181 3.1077 0.7650
H -0.0426 3.1083 0.4630
H 3.1359 -1.2562 0.3759
H 3.0172 2.1572 -0.0925
H -0.8195 0.6659 -4.8829
H -0.2805 -4.2720 -1.7491
H -2.8361 0.0020 -2.0974
H -1.0406 -2.3313 -2.8296
H -0.1892 1.8626 3.9774
H 1.1119 -3.5116 -1.6722
H -1.7193 2.1439 3.9514
H 1.1612 -0.6861 -1.7695
H -2.8606 0.3761 -0.6530
H 1.4659 -4.1515 2.1735
H -0.6091 4.3400 -0.0041
H 2.9304 0.1134 1.4074
H -1.2332 -0.1861 0.9798
H -2.1700 0.0026 -4.5277
*
```

***

[7]
The following is a DFT calculation (wB97M-V/def2-TZVPD) of a cluster of 14 separate species, C4H35NO14 in total.

Calculated values
HOMO energy in eV: -9.5
F_max in eV/Å: 3.3
Frontier orbital gap in eV: 9.86
Relative energy (zero: lowest compared OMol25 entry of this formula, charge and spin) in kcal per mole: 35.37
LUMO energy in Ha: 0.0136

```
! RIJCOSX wB97M-V def2-TZVPD def2/J DEFGRID3
* xyz 0 1
O 2.1056 4.1372 -1.7405
O 2.6710 -0.8184 -2.8075
O -0.3299 -1.3824 3.2220
O -0.9005 -3.3983 -1.6811
O 2.0262 1.9758 -0.2830
O -0.0989 -3.4228 1.4468
O 3.3411 -0.5326 -0.1519
O 1.3081 1.3936 -2.8918
O -2.2728 0.8802 4.5873
O 0.3166 1.2849 3.4529
O -1.3854 -1.5660 -3.5895
O 2.4556 -2.9744 0.3884
O -1.0955 1.0168 -3.8386
O 1.7152 -3.0994 -2.2502
N -2.5705 1.7980 2.5607
C -2.6669 1.4493 1.1287
C -1.6140 0.4159 0.7410
C -2.9664 3.1247 2.9535
C -2.5127 0.7133 3.4069
H -0.2675 -0.4252 3.3757
H 2.4300 -3.3448 -0.5215
H 2.3747 1.0690 -0.2971
H -1.2259 -2.1820 -2.8514
H -1.5324 -0.4114 1.4518
H 1.9852 -3.6183 -3.0111
H 2.1319 -2.1689 -2.5317
H -1.1095 -3.0644 -0.8048
H 1.5997 -3.1207 0.8691
H -0.9135 -1.9561 -4.3281
H -1.8765 1.5659 -3.8684
H -2.2722 3.8809 2.6338
H 2.1842 4.5238 -0.8587
H -2.5841 2.4136 0.5921
H 2.0304 -0.1270 -3.0926
H 3.1892 -0.5196 -2.0542
H -3.1178 3.1306 4.0636
H 4.2112 -0.4480 0.2386
H -2.6067 -0.2863 2.9507
H -0.4156 1.8875 3.3149
H 2.9774 -1.4450 0.1693
H -0.0278 -2.6566 2.0688
H 0.0450 -4.2166 1.9757
H 0.2862 1.2203 -3.0705
H 1.2017 2.1466 -3.4933
H -1.8526 0.0310 -0.2473
H -0.5573 0.7399 0.6316
H -3.9554 3.4042 2.5704
H 1.1068 1.5352 2.9799
H 2.8979 3.5756 -1.6918
H -0.5345 -1.7307 4.1001
H 0.0694 -3.4770 -1.7291
H -1.3705 0.0714 -3.8627
H 1.6490 1.9871 -1.2084
H -3.6760 1.0205 0.8824
*
```

***

[8]
The following is a DFT calculation (wB97M-V/def2-TZVPD) of a cluster of 14 separate species, C4H36N2O14S in total.

Calculated values
HOMO energy in eV: -2.0
F_max in eV/Å: 2.9
Frontier orbital gap in eV: 6.78
Relative energy (zero: lowest compared OMol25 entry of this formula, charge and spin) in kcal per mole: 1.71
LUMO energy in Ha: 0.1765

```
! RIJCOSX wB97M-V def2-TZVPD def2/J DEFGRID3
* xyz -2 1
S 0.1516 0.3781 -2.7739
O -3.6641 0.9150 -3.3743
O -1.1393 2.1220 4.3367
O 3.0734 2.1748 -2.8330
O -1.4757 -1.0247 2.2716
O 0.6766 -3.6392 -1.4190
O -4.3676 0.4110 1.4370
O 3.2698 -3.6051 -0.6906
O 0.3628 3.6055 -3.4219
O 0.1630 -2.7522 4.3731
O -1.3984 -2.7557 0.1802
O 2.7794 -0.9984 1.0474
O 0.7212 -2.3178 1.3015
O -2.5080 -1.4986 -2.4939
O 2.3037 4.0436 -0.0761
N 1.3564 0.8779 1.2576
N -1.8463 1.8825 -0.2790
C 0.5771 0.0082 -1.0083
C 2.7368 0.4438 1.1622
C -0.7413 1.6983 0.5974
C 0.6714 1.2209 0.0251
H -1.6683 -0.9276 -2.5632
H 3.0893 1.3397 -2.3557
H 1.4503 3.6438 0.1288
H -0.9636 1.1129 1.5134
H -0.4502 -2.6084 0.7730
H 0.4218 -3.3985 -2.3115
H 1.7893 -1.3734 0.8913
H -0.5034 -2.5701 3.7092
H -0.5927 2.7012 1.0613
H -3.4713 -0.0008 -3.0809
H 0.9056 0.0851 1.7014
H 3.3700 0.7199 1.9995
H -1.6893 -1.6045 1.5170
H 1.1204 2.0566 -0.5010
H 2.1552 2.2961 -3.0861
H 2.8589 -2.7701 -0.4096
H -1.5656 2.5505 3.5900
H -1.5714 1.2686 4.4540
H 0.7317 2.9021 -3.9835
H 2.2208 4.0648 -1.0505
H 2.5142 -4.0617 -1.0791
H -0.1893 -0.6434 -0.5748
H 0.2918 -3.0717 -0.7231
H 3.3846 0.8206 0.3524
H 1.0633 -2.5507 4.1269
H -3.4955 0.8969 1.5177
H -4.0092 -0.3815 0.9983
H -1.6265 2.5689 -0.9888
H -2.2184 1.0627 -0.7232
H 1.5201 -0.5092 -1.1415
H 0.0117 3.0094 -2.7352
H -2.9593 1.4250 -2.9862
H 1.1723 -3.1719 1.3330
H -0.5447 -0.8693 2.0847
H -2.0154 -3.4216 0.4910
H -2.2395 -1.7800 -1.5686
*
```

***

Going through the records in order, we get E values of -31676.1014 -32248.8741 -30753.7838 -43102.4175 -34307.9077 -34866.0523 -34872.7462 -47214.3924 eV.